*a*
Computed, not measured: C46H40BrGe2HfN5O4S2 as an isolated structure, with ωB97M-V with the def2-TZVPD basis set.

```
101
Properties=species:S:1:pos:R:3:lowdin_spin:R:1
Hf -0.78 0.74 0.45 0.174
Br -1.99 7.82 -1.32 0.000
C -2.08 6.00 -0.84 0.001
C -2.87 5.12 -1.59 0.000
C -2.93 3.79 -1.27 0.001
C -2.18 3.26 -0.21 -0.001
O -2.28 1.96 0.09 0.014
C -1.36 4.16 0.53 0.001
C -0.63 3.71 1.67 0.003
N -0.31 2.46 1.84 0.000
C 0.05 1.99 3.12 0.000
C 0.99 2.52 3.96 0.000
C 1.27 1.92 5.20 0.000
C 0.57 0.82 5.61 0.000
C -0.46 0.28 4.80 0.000
C -1.27 -0.80 5.19 0.000
C -2.25 -1.24 4.34 0.001
C -2.41 -0.63 3.09 0.007
N -1.64 0.36 2.67 0.013
C -0.70 0.85 3.53 0.000
C -1.35 5.53 0.21 0.001
H -3.44 5.51 -2.43 0.000
H -3.53 3.11 -1.84 0.000
H -0.42 4.43 2.46 0.000
H 1.54 3.41 3.66 0.000
H 2.06 2.33 5.82 0.000
H 0.78 0.35 6.56 0.000
H -1.11 -1.27 6.15 0.000
H -2.90 -2.07 4.61 0.000
H -3.19 -0.96 2.41 0.001
H -0.72 6.20 0.79 0.000
S -1.81 -1.62 0.07 0.283
C -0.80 -2.77 -0.82 0.027
C -1.44 -3.86 -1.41 0.033
C -0.70 -4.81 -2.09 -0.002
C 0.68 -4.70 -2.17 0.046
C 1.32 -3.62 -1.58 -0.004
C 0.59 -2.65 -0.92 0.033
H -2.51 -3.98 -1.31 0.001
H -1.20 -5.65 -2.55 -0.001
H 1.26 -5.45 -2.69 0.002
H 2.40 -3.53 -1.63 -0.001
H 1.10 -1.80 -0.51 0.001
C -3.90 -1.89 -2.87 0.001
Ge -3.54 0.05 -3.04 -0.004
C -4.95 0.94 -1.96 -0.001
C -3.75 0.61 -4.93 -0.001
Ge -1.23 0.49 -2.12 0.155
C 0.13 -0.48 -3.19 0.035
C 1.48 -0.18 -3.00 0.024
C 2.46 -0.80 -3.76 -0.001
C 2.10 -1.74 -4.71 0.026
C 0.76 -2.03 -4.93 0.002
C -0.22 -1.41 -4.17 0.016
C -0.54 2.30 -2.60 0.078
C 0.31 2.98 -1.74 0.003
C 0.81 4.24 -2.06 0.000
C 0.46 4.82 -3.27 -0.002
C -0.36 4.14 -4.16 0.005
C -0.85 2.89 -3.82 0.014
H -4.91 -2.09 -3.23 0.000
H -3.84 -2.18 -1.82 0.001
H -3.20 -2.50 -3.45 0.000
H -5.78 0.24 -1.87 0.000
H -5.31 1.83 -2.46 0.000
H -4.61 1.20 -0.96 0.000
H -4.80 0.48 -5.19 0.000
H -3.15 0.00 -5.60 0.000
H -3.50 1.66 -5.07 0.000
H 1.78 0.55 -2.25 0.001
H 3.50 -0.56 -3.60 0.000
H 2.87 -2.24 -5.28 0.001
H 0.48 -2.74 -5.70 0.000
H -1.26 -1.64 -4.34 0.000
H 0.61 2.51 -0.79 0.002
H 1.46 4.77 -1.37 0.000
H 0.83 5.80 -3.52 0.000
H -0.62 4.58 -5.11 0.001
H -1.47 2.33 -4.52 0.001
O 5.13 -6.57 2.68 0.000
S 4.02 -6.13 3.50 0.000
O 2.77 -5.93 2.81 0.000
O 3.90 -6.72 4.81 0.000
C 4.57 -4.39 3.91 0.000
N 5.63 -4.16 4.68 0.000
C 5.95 -2.89 4.88 0.000
C 5.16 -1.84 4.42 0.000
C 4.07 -2.19 3.64 0.000
N 3.82 -3.47 3.34 0.000
C 3.08 -1.30 3.00 0.000
C 3.33 -0.04 2.46 0.000
C 2.37 0.56 1.67 0.000
N 1.19 0.00 1.38 0.000
C 0.92 -1.20 1.97 0.003
C 1.82 -1.87 2.76 0.000
H 6.84 -2.70 5.47 0.000
H 5.37 -0.81 4.69 0.000
H 4.27 0.46 2.63 0.000
H 2.57 1.52 1.21 0.000
H -0.02 -1.67 1.74 0.005
H 1.59 -2.85 3.13 0.000
```

HOMO (alpha / beta): -9.00 / -9.00 eV
Frontier orbital gap (alpha / beta): 4.4087 / 2.8388 eV
⟨S²⟩: 0.76
2S+1: 2
Total charge: +1


*b*
Computed, not measured: C46H40BrGe2HfN5O4S2 as an isolated structure, with ωB97M-V with the def2-TZVPD basis set.

```
101
Properties=species:S:1:pos:R:3:lowdin_spin:R:1
Hf -0.84 0.75 0.43 0.233
Br -2.06 8.02 -0.83 0.000
C -2.14 6.17 -0.50 0.001
C -2.94 5.36 -1.30 0.000
C -3.02 4.00 -1.09 0.001
C -2.25 3.41 -0.08 0.000
O -2.28 2.09 0.12 0.012
C -1.44 4.23 0.73 0.000
C -0.71 3.67 1.84 0.004
N -0.37 2.43 1.92 0.000
C -0.05 1.89 3.21 0.000
C 0.88 2.39 4.07 0.000
C 1.09 1.75 5.32 0.000
C 0.34 0.66 5.67 0.000
C -0.64 0.14 4.79 0.000
C -1.47 -0.95 5.11 0.000
C -2.41 -1.36 4.21 0.001
C -2.48 -0.73 2.95 0.007
N -1.70 0.27 2.60 0.013
C -0.82 0.75 3.54 0.000
C -1.42 5.62 0.53 0.001
H -3.51 5.80 -2.11 0.000
H -3.64 3.38 -1.71 0.000
H -0.51 4.32 2.69 0.000
H 1.47 3.25 3.81 0.000
H 1.84 2.14 5.99 0.000
H 0.49 0.18 6.63 0.000
H -1.36 -1.45 6.06 0.000
H -3.08 -2.19 4.42 0.000
H -3.18 -1.09 2.21 0.003
H -0.82 6.24 1.18 0.000
S -1.92 -1.47 -0.13 0.211
C -1.03 -2.76 -0.95 0.011
C -1.81 -3.76 -1.53 0.021
C -1.19 -4.85 -2.12 -0.003
C 0.19 -4.96 -2.12 0.023
C 0.96 -3.96 -1.55 -0.003
C 0.36 -2.86 -0.97 0.017
H -2.89 -3.69 -1.50 0.000
H -1.80 -5.63 -2.56 -0.001
H 0.67 -5.82 -2.56 0.001
H 2.04 -4.04 -1.54 -0.001
H 0.97 -2.08 -0.54 0.001
C -3.94 -1.78 -3.19 0.000
Ge -3.46 0.12 -3.25 0.003
C -4.84 1.04 -2.21 -0.001
C -3.51 0.72 -5.11 0.003
Ge -1.23 0.48 -2.33 0.213
C 0.11 -0.63 -3.21 0.032
C 1.47 -0.38 -2.98 0.023
C 2.45 -1.13 -3.61 -0.002
C 2.08 -2.15 -4.47 0.022
C 0.74 -2.41 -4.71 0.000
C -0.23 -1.66 -4.08 0.017
C -0.45 2.30 -2.55 0.095
C 0.39 2.90 -1.62 0.006
C 0.95 4.15 -1.82 0.000
C 0.69 4.83 -3.00 -0.002
C -0.13 4.24 -3.95 0.006
C -0.70 3.00 -3.73 0.018
H -4.94 -1.86 -3.62 0.000
H -3.98 -2.12 -2.16 0.000
H -3.27 -2.43 -3.75 0.000
H -5.72 0.39 -2.18 0.000
H -5.14 1.97 -2.68 0.000
H -4.54 1.23 -1.18 0.000
H -4.54 0.62 -5.47 0.000
H -2.86 0.12 -5.75 0.000
H -3.23 1.77 -5.23 0.000
H 1.77 0.44 -2.33 0.001
H 3.49 -0.92 -3.42 -0.001
H 2.85 -2.75 -4.96 0.001
H 0.46 -3.20 -5.39 0.000
H -1.27 -1.89 -4.28 0.000
H 0.66 2.41 -0.67 0.003
H 1.60 4.59 -1.07 0.000
H 1.12 5.80 -3.17 0.000
H -0.33 4.76 -4.88 0.001
H -1.32 2.57 -4.51 0.002
O 5.42 -6.50 3.26 0.000
S 4.49 -5.86 4.15 0.000
O 3.10 -5.90 3.72 0.000
O 4.70 -6.09 5.57 0.000
C 4.92 -4.10 3.99 0.000
N 6.08 -3.66 4.49 0.000
C 6.33 -2.37 4.42 0.000
C 5.45 -1.45 3.84 0.000
C 4.30 -2.02 3.32 0.000
N 4.04 -3.32 3.39 0.000
C 3.21 -1.27 2.65 0.000
C 3.36 -0.01 2.07 0.000
C 2.30 0.54 1.39 0.000
N 1.12 -0.09 1.23 0.001
C 0.97 -1.31 1.82 0.001
C 1.97 -1.91 2.54 0.000
H 7.27 -2.04 4.84 0.000
H 5.66 -0.39 3.83 0.000
H 4.30 0.53 2.13 0.000
H 2.39 1.52 0.91 0.000
H 0.02 -1.80 1.66 0.003
H 1.85 -2.90 2.96 0.000
```

HOMO (alpha / beta): -8.91 / -8.91 eV
Frontier orbital gap (alpha / beta): 4.4082 / 3.3790 eV
⟨S²⟩: 0.76
2S+1: 2
Total charge: +1


Which structure wins on stability? *b* wins.


*a*
Computed, not measured: a 2-piece molecular cluster, C8H11N4 overall, with ωB97M-V with the def2-TZVPD basis set.

```
23
Properties=species:S:1:pos:R:3:mulliken_charge:R:1
C 1.36 2.48 1.48 -0.458
C 2.25 1.46 1.15 -0.620
C -0.02 2.38 1.12 -0.475
C 1.76 0.14 0.67 -0.365
C -0.55 1.29 0.47 0.849
C 0.34 0.18 0.28 0.094
C -0.99 -1.43 -0.89 -0.019
C -1.92 1.29 -0.07 -1.281
N 1.43 -4.21 -2.90 -0.202
N 0.51 -3.63 -2.72 0.201
N -0.20 -0.96 -0.01 -0.363
N -1.46 -2.67 -0.83 -0.376
H 1.77 3.37 1.89 0.418
H 3.30 1.49 1.60 0.332
H -0.58 3.27 1.34 0.414
H 1.74 -0.53 1.52 0.375
H -1.27 -0.99 -1.81 0.417
H -2.13 2.27 -0.33 0.505
H -1.92 0.65 -0.96 0.271
H -2.60 0.90 0.71 0.296
H 2.26 -0.34 -0.11 0.455
H -1.95 -3.06 -1.57 0.258
H -1.15 -3.33 -0.03 0.274
```

HOMO: -12.60 eV
Frontier orbital gap: 7.6930 eV
2S+1: 1
Total charge: +1


*b*
Computed, not measured: an isolated ion of composition C8H11N4 and charge +1, with ωB97M-V with the def2-TZVPD basis set.

```
23
Properties=species:S:1:pos:R:3:mulliken_charge:R:1
C -4.07 -0.65 -0.20 0.074
C -3.37 0.56 -0.37 0.598
C -0.05 -0.88 0.91 -0.588
C 2.42 -0.54 -0.32 -0.789
C -1.36 2.09 -0.11 -0.717
C 1.21 0.36 -0.63 -0.584
C -0.35 1.52 0.91 -0.784
C 1.89 -1.97 -0.14 -0.647
N -4.83 -1.54 -0.18 -0.166
N -2.42 1.27 -0.23 0.129
N 0.33 0.32 0.49 0.351
N 0.61 -1.96 0.50 -0.048
H 2.97 -0.51 -1.23 0.370
H 2.91 -0.12 0.50 0.376
H -1.70 3.05 0.08 0.452
H -0.95 2.16 -1.05 0.485
H 1.64 1.32 -0.82 0.407
H 0.67 -0.06 -1.54 0.297
H 0.41 2.26 1.05 0.440
H -0.91 1.33 1.89 0.354
H 1.87 -2.54 -1.03 0.337
H 2.61 -2.64 0.38 0.326
H 0.45 -2.83 1.15 0.329
```

HOMO: -11.30 eV
Frontier orbital gap: 4.8561 eV
2S+1: 1
Total charge: +1


Which structure wins on stability? *a* wins.


*a*
Computed, not measured: a 2-piece molecular cluster, C4H10NS2 overall, with ωB97M-V with the def2-TZVPD basis set.

```
17
Properties=species:S:1:pos:R:3:mulliken_charge:R:1
C -2.41 1.27 0.56 -0.331
C -1.64 -1.63 -0.41 -1.356
C -1.42 0.33 1.29 -0.046
C -0.91 -0.95 0.64 0.265
N -0.14 0.29 0.49 -0.092
S -2.50 1.57 -1.04 -0.125
S 3.09 1.33 -0.20 -0.367
H -3.03 1.88 1.29 0.293
H -1.25 -2.65 -0.46 0.390
H -2.69 -1.75 -0.23 0.338
H -1.45 -1.19 -1.39 0.336
H -1.33 0.53 2.34 0.475
H -0.39 -1.70 1.21 0.414
H 4.21 0.95 -0.82 0.199
H 0.75 0.55 0.84 0.140
H -0.16 0.67 -0.50 0.284
H 3.07 2.57 -0.60 0.182
```

HOMO: -13.39 eV
Frontier orbital gap: 8.4551 eV
2S+1: 1
Total charge: +1


*b*
Computed, not measured: a 2-piece molecular cluster, C4H10NS2 overall, with ωB97M-V with the def2-TZVPD basis set.

```
17
Properties=species:S:1:pos:R:3:mulliken_charge:R:1
C 0.74 -0.77 -2.51 -0.184
C -0.96 0.71 2.31 -1.062
C 1.14 0.13 -1.62 -0.302
C 0.04 -0.01 1.54 0.134
N -0.31 -1.12 0.96 -0.283
S -0.86 -0.98 -3.18 -0.097
S 0.07 1.18 -0.76 -0.228
H 1.52 -1.34 -3.00 0.323
H -0.78 1.89 2.41 0.307
H -1.96 0.62 2.00 0.405
H -0.78 0.43 3.33 0.360
H 2.15 0.19 -1.36 0.410
H 1.09 0.34 1.70 0.415
H 1.12 1.74 -0.39 0.160
H -1.32 -1.37 0.80 0.263
H 0.25 -1.87 0.60 0.268
H -1.16 0.22 -2.83 0.109
```

HOMO: -12.07 eV
Frontier orbital gap: 7.6552 eV
2S+1: 1
Total charge: +1


Which structure wins on stability? *b* wins.


*a*
Computed, not measured: a 2-piece molecular cluster, C9H14NO2S overall, with ωB97M-V with the def2-TZVPD basis set.

```
27
Properties=species:S:1:pos:R:3:mulliken_charge:R:1
C 0.39 1.94 2.26 -0.834
C 2.39 0.97 1.26 -0.884
C -0.37 1.04 1.47 -0.375
C 1.53 0.14 0.57 0.102
C 1.77 1.95 2.10 1.013
C 2.54 2.94 2.83 -1.498
C -2.40 -2.51 -2.58 -1.489
C -1.05 -0.28 -2.31 -1.167
C -1.79 -1.44 -1.71 0.495
N 0.18 0.18 0.68 -0.229
O -1.46 -3.40 0.35 -0.409
O 0.42 -2.82 -1.23 -0.384
S -0.82 -2.49 -0.54 1.091
H -0.11 2.65 2.79 0.484
H 3.39 0.83 1.12 0.533
H -1.41 0.89 1.42 0.486
H 1.91 -0.67 -0.23 0.212
H 3.46 2.72 3.21 0.456
H 2.61 3.75 2.15 0.330
H 2.02 3.40 3.73 0.339
H -1.90 -2.74 -3.48 0.433
H -2.40 -3.50 -2.29 0.478
H -3.46 -2.35 -2.97 0.341
H -0.51 0.09 -1.50 0.294
H -1.85 0.43 -2.78 0.366
H -0.52 -0.70 -3.12 0.393
H -2.57 -1.03 -1.19 0.424
```

HOMO: -13.17 eV
Frontier orbital gap: 6.2359 eV
2S+1: 1
Total charge: +1


*b*
Computed, not measured: an isolated ion of composition C9H14NO2S and charge +1, with ωB97M-V with the def2-TZVPD basis set.

```
27
Properties=species:S:1:pos:R:3:mulliken_charge:R:1
C 3.58 0.23 1.10 -0.726
C 2.68 -0.42 0.31 0.223
S 2.61 -2.04 -0.54 -0.160
C 0.91 -2.14 -0.50 -0.287
C 0.27 -0.97 -0.20 -0.712
C -1.19 -0.69 -0.07 1.076
C -1.90 -0.91 -1.40 -1.784
C -2.06 -1.42 0.92 -1.268
N 1.21 0.16 0.20 0.503
O 0.80 0.73 1.39 -0.448
C 1.17 1.36 -0.97 0.855
C 1.75 2.59 -0.48 -1.140
O 0.90 0.91 -2.01 -0.343
H 4.61 -0.28 1.08 0.230
H 3.49 1.19 1.50 0.444
H 0.37 -2.98 -0.73 0.558
H -1.17 0.44 -0.03 0.250
H -2.08 -1.96 -1.66 0.359
H -1.43 -0.55 -2.21 0.527
H -2.79 -0.31 -1.39 0.469
H -1.85 -1.15 1.99 0.326
H -2.12 -2.53 1.02 0.299
H -3.05 -1.05 0.68 0.411
H 0.92 0.12 2.14 0.403
H 2.81 2.32 -0.16 0.225
H 2.07 3.24 -1.35 0.360
H 1.27 3.11 0.33 0.351
```

HOMO: -12.50 eV
Frontier orbital gap: 8.4457 eV
2S+1: 1
Total charge: +1


Which structure wins on stability? *a* wins.